No. 1
A molecular structure, C38H49ClF6N2O7PS2Se2Si2TeW at a distorted geometry, computed with ωB97M-V/def2-TZVPD.

For the energy relative to the best compared isomer or geometry (same formula, charge and spin), the calculation gives 0.1295 eV. The LUMO energy (alpha / beta) is 0.67 / 0.66 eV. The value obtained for the calculated total energy is -10027.89855 a.u.

```
! wB97M-V def2-TZVPD RIJCOSX def2/J DEFGRID3
* xyz -1 1
W 1.05 1.61 -0.12
Se 0.39 -1.02 -3.08
P 0.81 1.11 -2.70
Se 0.91 3.83 -0.84
C 2.32 1.48 -3.67
C 3.24 0.47 -3.94
C 4.38 0.76 -4.67
C 4.61 2.05 -5.14
C 3.69 3.05 -4.86
C 2.56 2.77 -4.13
C -0.48 1.98 -3.71
C -1.16 3.13 -3.33
C -2.03 3.76 -4.21
C -2.22 3.26 -5.48
C -1.54 2.11 -5.87
C -0.68 1.47 -4.99
H 3.04 -0.53 -3.58
H 5.09 -0.03 -4.88
H 5.50 2.26 -5.72
H 3.87 4.06 -5.22
H 1.85 3.56 -3.90
H -1.03 3.53 -2.34
H -2.57 4.64 -3.88
H -2.89 3.75 -6.17
H -1.68 1.71 -6.87
H -0.18 0.57 -5.29
C 4.14 2.89 -1.50
N 3.64 2.50 -0.18
C 3.77 3.65 0.73
C 4.42 1.37 0.31
C 3.84 0.06 -0.11
C 4.65 -1.07 -0.08
C 4.09 -2.34 -0.13
C 2.71 -2.47 -0.17
C 1.91 -1.34 -0.25
C 2.46 -0.06 -0.29
H 5.16 3.29 -1.40
H 3.50 3.64 -1.93
H 4.17 2.02 -2.15
H 4.83 3.88 0.89
H 3.29 3.44 1.68
H 3.30 4.52 0.28
H 4.39 1.39 1.40
H 5.48 1.46 0.03
H 5.72 -0.95 0.04
H 4.72 -3.22 -0.10
H 2.24 -3.45 -0.17
H 0.83 -1.47 -0.30
F -1.14 2.76 5.53
C -0.66 3.70 4.72
F 0.68 3.57 4.69
F -0.94 4.90 5.24
S -1.35 3.56 2.97
O -0.18 3.22 2.20
O -1.98 4.82 2.72
N -2.35 2.34 3.05
S -3.88 2.67 3.42
O -4.71 2.91 2.27
O -4.02 3.51 4.57
C -4.37 1.01 4.02
F -4.25 0.10 3.07
F -3.64 0.64 5.07
F -5.65 1.07 4.40
O -1.07 -0.61 3.54
C 0.06 -0.30 4.19
C 0.17 -0.73 5.52
C 1.32 -0.47 6.24
C 2.40 0.23 5.69
C 2.30 0.66 4.38
C 1.15 0.38 3.63
C 1.15 0.83 2.23
O 2.04 1.60 1.75
O 0.25 0.48 1.40
H -1.39 0.10 2.95
H -0.68 -1.24 5.95
H 1.37 -0.81 7.27
H 3.28 0.43 6.27
H 3.11 1.20 3.92
C -5.25 -3.27 -3.01
Si -3.54 -2.53 -2.79
C -2.31 -3.93 -2.96
C -3.26 -1.29 -4.17
C -3.57 -1.66 -1.13
Te -1.90 -1.77 0.20
C -1.86 -3.91 0.46
Si -1.60 -4.48 2.22
C -1.65 -6.36 2.22
C 0.08 -3.91 2.80
C -2.96 -3.87 3.33
H -5.33 -3.79 -3.97
H -6.03 -2.50 -2.99
H -5.48 -4.00 -2.22
H -2.28 -4.21 -4.01
H -2.59 -4.81 -2.37
H -1.30 -3.63 -2.66
H -4.12 -1.25 -4.85
H -2.37 -1.54 -4.75
H -3.10 -0.28 -3.77
H -4.42 -2.00 -0.54
H -3.70 -0.59 -1.30
H -1.06 -4.29 -0.18
H -2.80 -4.31 0.07
H -0.91 -6.77 1.54
H -2.63 -6.72 1.90
H -1.46 -6.77 3.21
H 0.86 -4.59 2.45
H 0.14 -3.87 3.89
H 0.32 -2.91 2.44
H -3.93 -4.23 2.96
H -2.99 -2.79 3.37
H -2.83 -4.24 4.35
Cl -1.32 1.42 -0.58
*
```

***

No. 2
7 unconnected molecules or ions with the total composition C38H49N3O21 at a distorted geometry, computed with ωB97M-V/def2-TZVPD.

For the energy relative to the best compared isomer or geometry (same formula, charge and spin), the calculation gives 3.4224 eV. The SMILES is Cc1cccc2nc(CCCC(=O)O)c(OC#N)nc12.C[C@@H]1COC(=O)O1.C[C@@H]1COC(=O)O1.C[C@@H]1COC(=O)O1.C[C@@H]1COC(=O)O1.C[C@@H]1COC(=O)O1.C[C@@H]1COC(=O)O1. The LUMO energy is -0.68 eV. The value obtained for the calculated total energy is -3221.71972 a.u.

```
! wB97M-V def2-TZVPD RIJCOSX def2/J DEFGRID3
* xyz 0 1
C 5.52 -1.27 2.39
C 4.99 -0.95 0.93
C 5.97 -1.13 -0.15
C 5.58 -0.86 -1.60
C 4.22 -0.40 -1.83
C 3.22 -0.20 -0.72
N 1.96 0.29 -1.08
C 1.13 0.47 -0.02
C -0.30 1.06 -0.35
C -1.48 0.21 0.26
C -1.37 -1.34 -0.02
C -1.94 -2.19 1.20
O -2.15 -1.75 2.30
O -2.21 -3.54 0.96
C 1.57 0.17 1.38
O 0.61 0.44 2.41
C 1.28 0.51 3.61
N 1.64 0.96 4.61
N 2.76 -0.30 1.80
C 3.58 -0.46 0.68
H 6.65 -1.23 2.35
H 5.26 -2.33 2.68
H 5.21 -0.50 3.14
H 7.02 -1.46 0.05
H 6.30 -0.96 -2.45
H 3.91 -0.16 -2.89
H -0.41 1.08 -1.47
H -0.27 2.14 -0.03
H -2.43 0.59 -0.23
H -1.58 0.50 1.35
H -0.36 -1.69 -0.34
H -2.09 -1.56 -0.87
H -1.46 -3.86 0.41
C 4.34 -4.45 -1.88
C 3.07 -4.10 -1.14
C 2.45 -5.25 -0.39
O 1.08 -4.88 -0.35
C 0.85 -4.10 -1.44
O -0.24 -3.76 -1.80
O 2.01 -3.76 -2.05
H 4.61 -3.65 -2.57
H 5.16 -4.61 -1.18
H 4.22 -5.36 -2.48
H 3.24 -3.24 -0.48
H 2.86 -5.37 0.61
H 2.53 -6.21 -0.92
C 0.85 -11.51 -2.57
C 1.30 -10.30 -1.79
C 0.19 -9.51 -1.16
O 0.76 -8.20 -1.07
C 1.67 -8.11 -2.08
O 2.20 -7.09 -2.41
O 1.90 -9.32 -2.65
H 1.66 -11.90 -3.18
H 0.50 -12.29 -1.90
H 0.04 -11.25 -3.26
H 2.06 -10.59 -1.05
H -0.08 -9.88 -0.17
H -0.71 -9.45 -1.78
C -1.26 7.35 -0.87
C -1.73 6.08 -0.20
C -0.62 5.24 0.38
O -1.20 3.93 0.36
C -2.10 3.92 -0.66
O -2.63 2.94 -1.08
O -2.31 5.18 -1.14
H -2.07 7.79 -1.46
H -0.92 8.08 -0.14
H -0.44 7.14 -1.57
H -2.49 6.32 0.55
H -0.36 5.54 1.40
H 0.28 5.23 -0.23
C 4.50 2.58 7.96
C 5.59 2.73 6.92
C 5.12 3.26 5.60
O 6.08 2.73 4.69
C 6.55 1.58 5.26
O 7.23 0.78 4.69
O 6.13 1.46 6.54
H 4.86 1.99 8.80
H 4.18 3.55 8.32
H 3.64 2.05 7.55
H 6.42 3.33 7.32
H 5.11 4.35 5.56
H 4.13 2.88 5.31
C -4.80 1.35 -2.06
C -6.01 1.06 -2.91
C -5.71 0.26 -4.15
O -6.76 0.67 -5.03
C -7.11 1.93 -4.65
O -7.83 2.65 -5.28
O -6.53 2.27 -3.47
H -5.03 2.11 -1.31
H -4.46 0.45 -1.54
H -3.97 1.74 -2.65
H -6.79 0.60 -2.31
H -5.75 -0.81 -3.97
H -4.76 0.51 -4.62
C -6.64 5.01 -1.70
C -6.18 6.20 -0.89
C -7.30 6.96 -0.23
O -6.74 8.27 -0.11
C -5.83 8.40 -1.12
O -5.31 9.42 -1.43
O -5.61 7.20 -1.73
H -5.83 4.64 -2.33
H -6.98 4.20 -1.05
H -7.46 5.28 -2.38
H -5.42 5.89 -0.17
H -7.56 6.56 0.75
H -8.20 7.03 -0.84
*
```

***

No. 3
A molecular structure, C38H50AsBN2O4S3Ti at a distorted geometry, computed with ωB97M-V/def2-TZVPD.

For the energy relative to the best compared isomer or geometry (same formula, charge and spin), the calculation gives 1.7199 eV. The LUMO energy (alpha / beta) is -3.11 / -3.48 eV. The value obtained for the calculated total energy is -6193.01192 a.u. Its expectation value of S² is 0.826.

```
! wB97M-V def2-TZVPD RIJCOSX def2/J DEFGRID3
* xyz 1 2
Ti -0.09 -0.98 0.60
C -1.95 -3.19 2.40
O -1.55 -2.59 1.15
C -1.42 -3.49 0.08
C -2.40 -4.41 -0.26
C -2.17 -5.30 -1.30
C -0.96 -5.27 -1.98
C 0.02 -4.35 -1.64
C -0.21 -3.45 -0.62
N 0.72 -2.49 -0.16
N 1.99 -2.65 -0.47
C 2.91 -1.86 0.13
C 2.65 -0.89 1.13
O 1.38 -0.58 1.46
C 3.69 -0.23 1.79
C 4.98 -0.45 1.44
C 5.32 -1.35 0.39
C 6.66 -1.53 -0.02
C 6.98 -2.38 -1.04
C 5.96 -3.09 -1.70
C 4.65 -2.94 -1.32
C 4.30 -2.07 -0.27
H -1.54 -4.19 2.47
H -3.03 -3.22 2.47
H -1.56 -2.58 3.20
H -3.33 -4.43 0.29
H -2.93 -6.02 -1.56
H -0.78 -5.98 -2.78
H 0.97 -4.31 -2.16
H 3.43 0.48 2.57
H 5.77 0.09 1.94
H 7.44 -0.98 0.50
H 8.01 -2.50 -1.34
H 6.21 -3.76 -2.51
H 3.86 -3.48 -1.83
C 4.85 2.63 -1.67
C 4.55 1.26 -2.27
S 2.88 0.60 -2.05
C 1.86 1.98 -2.63
C 1.07 2.81 -1.55
S 1.25 2.34 0.21
C 2.07 3.80 0.87
C 3.42 4.15 0.24
S 4.65 2.81 0.14
H 4.23 3.39 -2.13
H 5.89 2.87 -1.89
H 5.20 0.48 -1.84
H 4.76 1.31 -3.34
H 1.16 1.53 -3.31
H 2.52 2.64 -3.20
H 0.01 2.73 -1.75
H 1.35 3.86 -1.62
H 2.20 3.55 1.93
H 1.41 4.66 0.80
H 3.86 4.95 0.83
H 3.29 4.53 -0.77
C -3.73 -1.53 -2.05
C -2.93 -0.25 -2.09
C -3.87 0.94 -2.01
O -2.09 -0.23 -0.90
B -0.74 -0.29 -1.28
O -0.60 -0.33 -2.63
C -1.89 -0.17 -3.28
C -2.01 -1.28 -4.31
C -1.86 1.17 -3.99
H -4.35 -1.53 -1.15
H -3.08 -2.41 -2.02
H -4.39 -1.61 -2.92
H -4.56 0.80 -1.17
H -4.46 1.03 -2.92
H -3.32 1.87 -1.85
H -1.92 -2.27 -3.85
H -1.21 -1.17 -5.04
H -2.97 -1.21 -4.83
H -1.67 1.99 -3.30
H -2.79 1.37 -4.52
H -1.05 1.16 -4.72
C -2.36 2.16 1.38
As -1.52 0.62 2.21
C -0.37 1.51 3.49
C -2.95 0.03 3.40
C -3.69 1.15 4.05
C -4.87 1.65 3.49
C -5.57 2.68 4.10
C -5.10 3.24 5.28
C -3.93 2.75 5.85
C -3.24 1.72 5.24
H -2.83 2.77 2.15
H -3.10 1.82 0.66
H -1.59 2.73 0.87
H -0.87 2.38 3.90
H 0.54 1.81 2.99
H -0.11 0.83 4.30
H -2.48 -0.61 4.14
H -3.62 -0.58 2.80
H -5.24 1.21 2.57
H -6.49 3.04 3.65
H -5.65 4.04 5.76
H -3.57 3.17 6.78
H -2.33 1.33 5.71
*
```

***

No. 4
A molecular structure, C38H50CdClGeN2Sb2SiTe, computed with ωB97M-V/def2-TZVPD.

For the energy relative to the best compared isomer or geometry (same formula, charge and spin), the calculation gives 0.2064 eV. The LUMO energy (alpha / beta) is 4.30 / 3.85 eV. The value obtained for the calculated total energy is -5330.52453 a.u. Its expectation value of S² is 0.778.

```
! wB97M-V def2-TZVPD RIJCOSX def2/J DEFGRID3
* xyz -2 2
Cd -0.30 0.74 -0.49
C 1.19 -4.96 2.72
Sb 0.63 -2.90 2.26
C -1.43 -3.35 2.65
C 1.02 -2.23 4.29
C 2.48 -2.16 4.59
C 3.14 -3.32 4.99
C 4.50 -3.36 5.25
C 5.25 -2.19 5.12
C 4.61 -1.02 4.74
C 3.23 -0.97 4.47
C 2.65 0.31 4.09
Sb 2.79 0.86 1.71
C 3.70 2.74 2.31
C 4.68 -0.15 1.48
H 0.78 -5.27 3.68
H 2.27 -5.08 2.72
H 0.78 -5.60 1.93
H -1.50 -4.07 3.46
H -1.88 -3.76 1.75
H -1.95 -2.42 2.91
H 0.53 -2.97 4.93
H 0.49 -1.28 4.39
H 2.56 -4.23 5.09
H 4.98 -4.29 5.54
H 6.31 -2.19 5.31
H 5.18 -0.10 4.65
H 3.26 1.18 4.34
H 1.59 0.48 4.19
H 4.76 2.57 2.49
H 3.23 3.11 3.23
H 3.56 3.46 1.51
H 5.37 0.16 2.26
H 5.07 0.09 0.49
H 4.54 -1.23 1.56
C -3.32 0.45 -3.21
C -2.97 1.83 -2.72
C -3.55 2.95 -3.31
C -3.19 4.20 -2.80
C -2.33 4.30 -1.73
C -1.80 3.12 -1.13
N -2.12 1.91 -1.70
N -0.99 3.06 -0.09
Si -0.82 4.21 1.14
C -2.47 4.86 1.74
C 0.04 3.43 2.59
C 0.20 5.71 0.66
H -4.39 0.27 -3.10
H -2.78 -0.29 -2.63
H -3.06 0.32 -4.26
H -4.23 2.84 -4.14
H -3.59 5.10 -3.25
H -2.03 5.27 -1.35
H -3.13 4.02 2.00
H -2.98 5.45 0.98
H -2.34 5.48 2.63
H -0.43 2.48 2.84
H 0.01 4.09 3.47
H 1.08 3.23 2.36
H -0.28 6.28 -0.14
H 1.18 5.39 0.30
H 0.33 6.38 1.52
C -1.23 -3.36 -1.23
Ge -0.29 -1.71 -1.82
C 1.53 -2.49 -2.11
C 1.77 -3.36 -3.18
C 3.01 -3.97 -3.36
C 4.04 -3.72 -2.46
C 3.82 -2.86 -1.40
C 2.58 -2.25 -1.23
C -0.91 -1.67 -3.74
C -1.94 -2.45 -4.18
C -2.48 -2.34 -5.49
C -1.99 -1.42 -6.36
C -0.91 -0.58 -5.98
C -0.36 0.39 -6.86
C 0.67 1.19 -6.47
C 1.22 1.06 -5.18
C 0.72 0.13 -4.31
C -0.37 -0.71 -4.67
H -1.12 -4.14 -1.99
H -2.29 -3.20 -1.01
H -0.75 -3.71 -0.31
H 0.98 -3.55 -3.90
H 3.17 -4.63 -4.20
H 5.00 -4.20 -2.59
H 4.62 -2.65 -0.69
H 2.44 -1.56 -0.41
H -2.39 -3.18 -3.51
H -3.31 -2.98 -5.79
H -2.40 -1.32 -7.36
H -0.79 0.48 -7.85
H 1.07 1.93 -7.16
H 2.03 1.70 -4.86
H 1.15 0.05 -3.32
Te 2.36 1.58 -0.97
Cl -0.84 -0.02 1.92
*
```